Entry 1:
Below is a single C7H5F3O molecule, with properties calculated with the ωB97M-V functional and the def2-TZVPD basis.

The geometry in ORCA input format:
```
! wB97M-V def2-TZVPD RIJCOSX def2/J DEFGRID3
* xyz 0 1
C 1.058 -1.886 -0.538
H -1.250 -1.836 0.584
C -0.961 -0.828 0.508
C 0.867 0.567 -0.464
C 0.310 -0.633 -0.075
C 0.360 1.823 0.012
C -1.040 1.654 0.562
H 1.817 0.520 -1.124
H -1.570 2.611 0.700
H 0.612 2.648 -0.580
F 2.407 -1.813 -0.250
F 1.037 -2.024 -1.935
O 0.104 1.806 1.356
H -2.736 0.143 0.770
F 0.660 -3.073 -0.102
C -1.674 0.321 0.577
*
```

Gap between HOMO and LUMO: 9.3 eV
Energy: -644.4952 a.u.

Löwdin population analysis, charges in e, atoms 1 to 6: -0.51 0.11 -0.01 0.05 -0.12 -0.25

---

Entry 2:
Below is a single C6H9N3 molecule, with properties calculated with the ωB97M-V functional and the def2-TZVPD basis.

The geometry in ORCA input format:
```
! wB97M-V def2-TZVPD RIJCOSX def2/J DEFGRID3
* xyz 0 1
H 0.846 0.499 -2.150
H -2.832 0.321 -1.733
N -1.485 -0.411 1.655
N 2.729 0.379 -0.288
C -1.848 0.766 -2.030
H 0.404 -0.080 2.910
H 2.718 1.129 0.631
H 0.002 -1.869 2.433
H -2.153 1.844 -2.258
H -1.345 0.322 -3.076
C 0.442 -0.472 0.701
H -1.777 -1.413 1.903
H 3.477 -0.362 -0.001
N 0.494 0.221 -1.222
C 1.340 -0.028 -0.154
C -0.879 0.403 -0.953
C -0.914 -0.210 0.333
C -0.059 -0.744 2.156
*
```

Gap between HOMO and LUMO: 8.4 eV
Energy: -398.1248 a.u.

Löwdin population analysis, charges in e, atoms 1 to 6: 0.15 0.08 0.00 0.03 -0.07 0.10

---

Entry 3:
Below is 2 unconnected molecules or ions with the total composition CH6O, with properties calculated with the ωB97M-V functional and the def2-TZVPD basis.

The geometry in ORCA input format:
```
! wB97M-V def2-TZVPD RIJCOSX def2/J DEFGRID3
* xyz 0 1
H 2.797 1.500 0.309
C 2.139 0.704 0.690
H -3.311 -1.606 -1.779
H -4.085 -1.042 -0.551
H 1.228 0.656 0.076
H 2.665 -0.260 0.643
H 1.867 0.923 1.733
O -3.301 -0.874 -1.122
*
```

Gap between HOMO and LUMO: 12.6 eV
Energy: -116.9235 a.u.

Löwdin population analysis, charges in e, atoms 1 to 6: 0.01 -0.06 0.05 0.05 0.02 0.01

---

Entry 4:
Below is a molecular structure, C39H51BrCrN3O7P4S2Te, with properties calculated with the ωB97M-V functional and the def2-TZVPD basis.

The geometry in ORCA input format:
```
! wB97M-V def2-TZVPD RIJCOSX def2/J DEFGRID3
* xyz 0 2
H 2.977 -4.695 -0.364
H -3.277 0.880 -0.572
C 5.582 -3.132 1.121
C 3.625 -1.720 1.122
C -1.325 2.988 -2.292
C -0.167 3.740 4.542
H 6.625 -3.287 1.369
H 4.513 1.418 1.346
H -1.727 2.048 -2.687
H 1.796 -3.570 -1.929
H -2.157 3.658 -2.081
C -4.144 0.420 -1.030
H -1.647 2.302 5.114
H 5.550 -1.154 1.915
C 4.857 -4.133 0.483
C -4.067 -0.881 -1.518
C -0.541 -0.963 3.622
H -1.197 3.436 6.403
C 2.925 3.388 -3.601
C 3.533 -3.917 0.145
H 0.731 0.584 3.490
C -2.030 -2.904 -5.921
C -5.340 1.121 -1.128
N -2.931 -2.046 3.006
C 0.466 -3.579 1.366
N 0.532 -0.263 4.015
C 2.677 1.178 -2.687
H -4.591 -2.042 1.759
H -0.687 3.445 -3.057
C 3.664 0.709 -3.545
C -6.449 0.532 -1.717
C 4.968 -1.932 1.436
H -0.769 -2.001 5.539
H 3.940 -0.336 -3.513
H 2.640 4.432 -3.625
H -4.243 -3.610 2.492
H 0.793 -3.242 2.351
C 3.316 0.043 3.299
H 2.433 5.623 0.254
C -6.371 -0.766 -2.208
H -4.959 -2.303 3.481
H 0.842 -4.588 1.192
S -2.652 -3.498 -0.363
H 1.045 5.597 -0.847
H 2.925 0.988 3.683
S -1.014 -0.471 -1.201
H 2.990 -0.773 3.940
C -2.251 -3.620 -3.633
H -7.376 1.087 -1.801
C 2.911 -2.710 0.463
O 0.442 2.947 3.505
H -0.910 4.408 4.108
H 1.314 6.999 0.206
P -0.131 2.843 1.984
H 3.990 0.793 -0.231
H 0.722 -0.232 5.002
H 0.290 -2.695 -2.141
C 4.272 1.592 -4.419
O 2.347 -0.990 -1.776
C -2.273 -1.197 2.088
H 4.403 0.091 3.295
H -2.066 -4.957 -5.302
O 1.314 0.727 -0.804
H 4.403 3.601 -5.154
H 0.629 4.339 4.987
C -5.184 -1.473 -2.108
H -5.119 -2.486 -2.490
C -0.816 2.842 5.570
C 3.650 1.131 0.745
C 3.913 2.929 -4.463
C 2.313 2.521 -2.707
C -2.086 -1.577 -5.509
H -5.396 2.130 -0.738
H 1.563 2.886 -2.017
C -2.111 -3.922 -4.984
H -0.091 2.124 5.962
H -2.019 -0.779 -6.237
H 0.021 2.088 -1.190
H -0.624 -3.589 1.320
P 1.141 -2.437 0.090
N -0.939 -0.863 2.354
C 0.542 5.274 1.215
H -0.520 5.457 1.044
C -2.316 -2.298 -3.218
C 1.387 5.912 0.139
O -2.884 -0.770 1.146
P -2.536 -1.860 -1.452
C -2.229 -1.275 -4.166
O 0.791 3.860 1.180
H -2.317 -4.407 -2.893
C -2.367 -2.360 4.185
H 5.327 -5.080 0.248
Br 5.634 0.959 -5.578
C -4.272 -2.537 2.669
H -1.926 -3.140 -6.972
C 0.841 -3.338 -1.462
H -2.932 -3.027 4.824
H -2.272 -0.241 -3.846
C -1.198 -1.808 4.567
O 0.444 1.494 1.549
H -7.234 -1.224 -2.675
Cr 0.355 -0.248 0.692
Te -2.430 3.170 1.868
H 2.991 1.989 0.611
O -0.636 2.789 -1.074
C 2.068 0.207 -1.704
H 0.803 5.664 2.202
P 2.724 -0.204 1.587
H 0.258 -4.233 -1.257
*
```

Gap between HOMO and LUMO (alpha / beta): 6.3 / 6.9 eV
Energy: -8256.2323 a.u.

Löwdin population analysis, charges in e, atoms 1 to 6: 0.11 0.05 -0.07 -0.35 -0.15 -0.33

---

Entry 5:
Below is a single C4HBrO2 molecule, with properties calculated with the ωB97M-V functional and the def2-TZVPD basis.

The geometry in ORCA input format:
```
! wB97M-V def2-TZVPD RIJCOSX def2/J DEFGRID3
* xyz 0 1
O 0.848 -1.868 0.046
C 1.488 -0.693 0.020
Br 3.260 -0.380 0.344
H -1.680 -0.649 -0.267
C 0.250 -0.486 -0.304
O -1.821 2.472 0.225
C -0.975 0.171 -0.096
C -1.369 1.431 0.033
*
```

Gap between HOMO and LUMO: 7.8 eV
Energy: -2877.3181 a.u.

Löwdin population analysis, charges in e, atoms 1 to 6: -0.04 -0.81 0.84 0.14 -0.15 0.21

---

Entry 6:
Below is a molecular structure, C3H4O2Y, with properties calculated with the ωB97M-V functional and the def2-TZVPD basis.

The geometry in ORCA input format:
```
! wB97M-V def2-TZVPD RIJCOSX def2/J DEFGRID3
* xyz 2 2
C -0.258 0.656 0.299
O 0.621 -1.596 0.044
C -0.344 -0.844 0.170
H -0.349 0.699 -1.811
C 0.090 1.141 -0.916
Y 1.203 -3.961 -0.115
H 0.710 2.034 -1.011
H -0.441 1.926 1.694
H -1.372 -1.243 0.190
O 0.139 1.189 1.457
*
```

Gap between HOMO and LUMO (alpha / beta): 5.5 / 5.5 eV
Energy: -304.7000 a.u.

Löwdin population analysis, charges in e, atoms 1 to 6: -0.36 -0.11 -0.11 0.09 0.15 1.85

---

Entry 7:
Below is a gas-phase ion, C5H4N (charge +1), with properties calculated with the ωB97M-V functional and the def2-TZVPD basis.

The geometry in ORCA input format:
```
! wB97M-V def2-TZVPD RIJCOSX def2/J DEFGRID3
* xyz 1 3
H -0.719 -1.739 1.074
N 2.471 0.087 -1.699
H 3.039 -0.380 -2.343
C -1.436 0.264 0.653
C -0.306 -0.883 0.594
C 0.772 -0.696 -0.047
H -1.642 2.495 1.100
C 1.612 -0.227 -0.984
C -1.471 1.459 1.061
H -2.320 -0.378 0.590
*
```

Gap between HOMO and LUMO (alpha / beta): 6.8 / 7.3 eV
Energy: -247.1375 a.u.

Löwdin population analysis, charges in e, atoms 1 to 6: 0.13 0.34 0.13 -0.15 0.03 0.12

---

Entry 8:
Below is a molecular structure, C35H42ClN6O8ReS2Si, with properties calculated with the ωB97M-V functional and the def2-TZVPD basis.

The geometry in ORCA input format:
```
! wB97M-V def2-TZVPD RIJCOSX def2/J DEFGRID3
* xyz 1 4
C 6.346 -14.720 16.402
C 6.855 -15.625 10.685
O 8.907 -14.277 13.849
N 11.681 -17.969 4.779
C 10.234 -11.560 17.779
C 10.134 -17.227 12.681
C 7.442 -19.979 12.469
C 12.532 -10.628 16.299
H 11.150 -10.543 19.392
H 11.341 -18.709 4.070
C 6.224 -12.736 17.766
H 13.789 -15.995 6.373
H 13.664 -17.275 4.485
H 12.385 -16.477 9.407
N 9.254 -12.386 15.637
H 13.563 -18.625 5.569
O 6.710 -23.455 13.318
C 7.702 -19.615 11.063
H 12.764 -17.104 7.373
H 10.246 -16.124 12.845
H 7.319 -13.699 8.195
C 9.394 -18.711 16.054
H 12.945 -9.535 18.158
C 7.499 -18.410 18.128
H 13.206 -18.782 12.528
C 7.150 -13.690 9.295
H 10.719 -17.586 17.355
H 4.986 -14.442 17.954
O 7.866 -20.325 10.054
C 8.078 -14.904 14.540
C 7.430 -14.171 15.669
Cl 6.760 -21.699 15.971
H 5.966 -15.698 16.186
N 7.796 -18.962 13.347
O 7.869 -16.193 14.430
C 7.255 -20.841 14.552
H 7.211 -21.939 10.739
C 12.882 -16.626 6.375
N 7.555 -19.543 14.682
H 10.157 -19.154 15.385
C 13.021 -17.728 5.284
H 14.377 -11.286 15.397
C 11.518 -11.422 15.653
C 7.138 -21.191 13.162
H 9.427 -12.020 18.344
H 11.902 -13.064 14.271
H 14.561 -9.812 16.459
H 10.912 -11.860 13.612
C 9.744 -18.039 17.275
H 5.311 -17.598 12.755
H 13.729 -9.666 14.859
H 10.494 -17.801 13.546
C 10.313 -11.841 16.370
O 6.530 -14.979 9.598
H 8.118 -13.579 9.795
H 12.235 -19.614 10.271
H 10.637 -19.147 9.596
C 12.264 -10.199 17.629
C 11.131 -10.655 18.324
H 7.599 -11.163 17.305
C 7.160 -18.873 16.907
H 10.758 -19.867 11.252
C 11.765 -12.017 14.316
C 7.280 -12.170 17.040
Re 8.145 -17.211 12.735
S 9.160 -17.063 4.427
N 5.817 -16.323 11.275
H 13.171 -17.023 13.041
C 8.016 -12.928 16.100
C 5.742 -13.944 17.455
C 8.801 -17.948 18.326
N 6.010 -16.848 12.566
Si 11.429 -17.545 11.330
C 13.878 -10.332 15.717
H 4.847 -16.283 10.827
S 11.366 -15.724 6.072
O 6.990 -22.765 11.275
H 6.705 -18.336 18.918
H 6.152 -19.299 16.739
C 11.533 -16.239 10.005
H 9.473 -12.788 14.673
H 14.016 -17.492 11.610
H 6.519 -12.843 9.754
C 6.968 -22.493 12.586
H 11.669 -15.201 10.310
C 8.038 -18.989 15.874
C 13.114 -17.714 12.231
C 10.715 -17.043 5.012
H 5.688 -12.186 18.531
H 5.782 -16.126 13.290
H 12.665 -11.531 13.878
H 10.624 -16.262 9.349
O 7.890 -18.239 11.008
H 9.118 -17.622 19.344
C 11.251 -19.186 10.535
O 8.035 -15.544 11.225
*
```

Gap between HOMO and LUMO (alpha / beta): 5.1 / 4.1 eV
Energy: -3913.4317 a.u.

Löwdin population analysis, charges in e, atoms 1 to 6: 0.00 -0.47 0.02 -0.09 -0.04 -0.40

---

Entry 9:
Below is 8 unconnected molecules or ions with the total composition C21H58O8, with properties calculated with the ωB97M-V functional and the def2-TZVPD basis.

The geometry in ORCA input format:
```
! wB97M-V def2-TZVPD RIJCOSX def2/J DEFGRID3
* xyz 0 1
C 4.146 -0.585 0.418
H 2.405 -0.071 -0.375
H -1.923 -1.321 3.777
H 1.430 1.154 6.545
C -4.193 5.777 -2.221
O 2.803 -0.885 -0.057
H 4.533 0.392 -1.508
H -4.185 -1.653 5.186
C -1.255 -2.100 -4.802
H -2.190 5.094 -1.811
H 1.583 1.267 -1.545
O 2.827 -1.275 6.092
H 2.856 3.016 -1.308
H -0.055 0.522 6.183
C 1.107 -3.810 -1.051
H 2.344 3.133 0.441
H -0.685 -3.005 -6.988
H 2.837 -0.831 3.724
H 1.493 -2.185 -0.171
H 3.283 -0.468 6.343
H 2.242 0.801 4.120
H -2.134 5.969 0.351
H -4.498 5.162 -3.068
H -0.750 -1.829 0.633
H -3.229 -0.566 -5.945
C -1.172 -1.358 -6.137
H 4.086 -2.147 1.930
H 0.791 -0.322 7.473
H -0.233 -0.808 -6.198
H -4.173 0.094 5.332
C -3.350 3.916 -0.655
H -2.250 0.201 -7.181
H -2.215 0.418 3.795
O -1.307 -2.304 -7.196
C 1.558 -0.818 5.541
H -1.474 0.773 -1.499
C -0.182 -4.287 -1.765
H 0.142 3.890 -0.101
O -1.472 -1.257 0.904
H 5.399 -1.019 -1.359
H -2.835 -0.766 5.968
O -3.529 -0.646 2.760
C -2.693 -0.558 3.882
H 5.648 -1.919 1.293
H -3.533 3.077 -1.327
H -3.836 6.679 -2.719
H 6.061 0.319 -0.560
C -2.231 -0.185 -6.161
H 0.889 -1.675 5.465
H -0.421 -2.792 -4.685
H 2.073 -5.711 -0.882
H 1.289 -0.267 3.337
C 4.601 -1.946 0.991
H -2.455 3.541 -0.159
C 1.722 -4.913 -0.228
H 0.349 3.625 -1.890
C 0.926 0.187 6.519
C -1.128 0.013 0.503
H 4.432 -2.815 0.354
C 0.840 3.800 -0.933
H -0.039 -0.194 -1.424
H -0.697 -3.471 -2.273
O -2.926 6.153 -0.159
H 0.239 -4.852 -2.596
H 2.593 -4.454 0.238
H 1.133 4.843 -1.059
O 0.737 -2.777 -0.166
O 1.578 1.549 -0.627
H 4.087 0.276 1.085
H 1.800 -3.410 -1.792
H -0.179 0.346 0.924
C -3.542 -0.774 5.138
H 1.025 -5.169 0.571
C 5.102 -0.159 -0.759
C 2.055 2.884 -0.580
H -0.765 -4.991 -1.171
C -3.104 5.319 -1.261
H -2.130 -2.737 -4.935
H -1.858 0.784 0.753
H -1.674 -0.909 -1.386
H -4.110 4.012 0.121
H -1.914 0.655 -5.544
H -5.152 5.958 -1.737
C 2.011 -0.264 4.154
C -1.043 -0.102 -1.011
H -2.915 -0.743 2.028
H -1.420 -1.498 -3.908
*
```

Gap between HOMO and LUMO: 9.4 eV
Energy: -1436.7000 a.u.

Löwdin population analysis, charges in e, atoms 1 to 6: -0.39 0.03 0.10 0.08 -0.05 -0.10

---

Entry 10:
Below is 2 unconnected molecules or ions with the total composition C2H8N3S, with properties calculated with the ωB97M-V functional and the def2-TZVPD basis.

The geometry in ORCA input format:
```
! wB97M-V def2-TZVPD RIJCOSX def2/J DEFGRID3
* xyz 1 1
H -1.531 -1.207 0.821
N 0.848 -1.217 -0.394
N 2.111 1.147 -0.409
H -1.464 0.564 1.306
C 0.215 -0.171 0.168
C -1.019 -0.265 0.789
S -4.150 0.334 -0.200
H -4.673 -0.794 -0.675
H 2.832 0.573 0.024
H 0.391 1.834 0.525
H 2.407 2.110 -0.499
N 0.872 1.013 0.179
H 0.364 -2.092 -0.488
H 1.597 -1.029 -1.043
*
```

Gap between HOMO and LUMO (alpha / beta): 4.5 / 4.4 eV
Energy: -643.0451 a.u.

Löwdin population analysis, charges in e, atoms 1 to 6: 0.05 0.20 0.08 0.05 -0.39 0.11

---

Entry 11:
Below is a molecular structure, C41H40F5InNO7PSTe, with properties calculated with the ωB97M-V functional and the def2-TZVPD basis.

The geometry in ORCA input format:
```
! wB97M-V def2-TZVPD RIJCOSX def2/J DEFGRID3
* xyz -2 1
C 3.464 -1.219 3.502
H -3.115 6.348 0.789
H -6.087 1.320 2.453
C 0.873 1.377 -3.519
C -5.043 1.084 2.283
C -3.232 -0.513 2.292
H -6.113 -1.730 -0.345
C -0.477 -2.583 -3.339
In 1.377 -1.656 -0.290
C 1.416 3.073 4.579
C 5.437 -0.149 -2.066
C -1.552 5.050 0.225
H 0.728 -1.401 2.780
H -1.853 4.972 -0.809
C -2.346 0.471 1.857
H 2.525 -2.793 2.384
H -4.880 -2.187 -4.565
C -1.852 5.860 2.487
H 6.285 -0.623 -1.587
C 0.103 2.679 4.800
C 1.706 -0.150 -1.810
C 5.644 0.752 -3.136
C 1.487 1.692 2.604
C -0.004 -2.681 -4.767
C 2.133 1.657 -3.955
H 2.301 2.342 -4.781
H -0.403 5.068 3.872
H -4.527 3.066 1.620
O -1.424 -1.354 -0.785
C 3.032 0.155 -2.253
H -5.246 -0.976 2.846
H 4.146 -0.383 3.324
H 3.919 -1.891 4.235
H 0.854 -2.011 -4.830
H 2.036 1.289 1.762
H 0.017 1.846 -3.990
O 2.580 -1.036 1.295
C -2.241 5.799 1.118
C -1.805 -2.160 -3.027
H 1.903 3.758 5.264
C -0.774 5.130 2.859
C -4.571 -0.201 2.506
C -0.628 -2.701 1.768
H -3.911 -1.119 -0.512
F 2.436 -6.049 -1.460
C 4.484 -2.488 1.596
H -0.344 0.288 -2.116
H -2.166 2.513 1.230
F 3.823 -4.813 -2.850
F 0.361 -5.042 -1.726
H -2.396 6.443 3.213
H -5.899 -0.038 -0.834
H 2.545 -0.813 3.927
C -4.527 -1.625 -2.504
C -0.335 -1.414 2.541
H 3.138 2.855 3.307
C 0.665 0.480 -2.445
F 1.509 -5.249 -3.889
H -2.528 -2.649 -5.007
O -5.880 -1.420 -2.381
H 5.169 -1.659 1.388
S 0.483 3.289 -0.373
C 3.188 -1.933 2.179
C -3.628 -1.448 -1.500
H 4.023 -1.124 -0.824
O 0.161 -2.983 0.794
H -0.443 3.055 5.658
H -0.923 -1.392 3.461
H -7.424 -0.885 -1.213
C -6.344 -0.994 -1.119
H 0.673 3.800 2.275
O 2.553 -3.381 -0.856
C 0.163 1.302 2.811
C -0.391 4.288 0.611
C 4.575 1.337 -3.747
O -1.551 -3.411 2.147
H 6.652 0.970 -3.472
C -2.810 -2.290 -4.026
Te 2.040 -4.388 -2.308
H 4.972 -3.176 2.294
O 0.362 -2.819 -2.435
H 4.289 -3.027 0.669
C 2.108 2.570 3.483
C -0.515 1.797 3.922
H -0.757 -2.369 -5.482
H -1.545 1.506 4.095
H 0.361 -3.677 -4.997
H -2.885 -1.528 2.453
H 4.720 2.026 -4.572
P -0.564 0.145 1.565
C -4.171 2.062 1.820
C 3.249 1.056 -3.325
C 4.172 -0.435 -1.644
F 2.529 -2.979 -3.515
C -2.206 -1.665 -1.705
C -4.128 -2.046 -3.802
N -0.088 4.395 1.951
C -2.838 1.752 1.604
*
```

Gap between HOMO and LUMO: 6.3 eV
Energy: -3864.9833 a.u.

Löwdin population analysis, charges in e, atoms 1 to 6: -0.07 0.10 0.09 -0.10 -0.12 -0.07

---

The following F_max values (in eV Å⁻¹) correspond, in order, to the records above: 3.3; 5.3; 1.2; 1.2; 3.8; 3.5; 4.0; 6.6; 3.6; 2.1; 1.5.